Entry from the Open Molecules 2025 dataset: a 2-piece molecular cluster, CHFI2S overall (ωB97M-V/def2-TZVPD).

## Properties
F_max: 1.86 eV/Å
gap between HOMO and LUMO: 7.8 eV
energy relative to the best compared isomer or geometry (same formula, charge and spin): 25.0 kJ/mol
HOMO level: -9.29 eV
E_LUMO: -1.5 eV

Structure (ORCA input):
```
! RIJCOSX wB97M-V def2-TZVPD def2/J DEFGRID3
* xyz 0 1
I -3.4872 2.0436 -0.6026
I -2.3193 0.2131 0.8337
H 1.7778 -1.1870 0.7690
F 1.0310 0.5666 0.5465
C 1.4254 -0.6053 -0.0284
S 1.5723 -1.0310 -1.5183
*
```


Entry from the Open Molecules 2025 dataset: a 4-piece molecular cluster, C25H35BrNP overall (ωB97M-V/def2-TZVPD).

## Properties
F_max: 0.53 eV/Å
gap between HOMO and LUMO: 9.1 eV
HOMO level: -8.53 eV
E_LUMO: 0.6 eV

Structure (ORCA input):
```
! RIJCOSX wB97M-V def2-TZVPD def2/J DEFGRID3
* xyz 0 1
N -2.4490 1.9338 -2.9880
H 2.7706 1.8294 -3.3086
H 3.4873 1.7207 -1.0437
C -5.3804 -2.3896 -0.1884
H -6.0786 -0.1782 -3.2720
C 1.8243 0.3995 -0.7619
H -3.4676 1.3123 0.9140
H -7.1705 -3.4401 -0.7270
H -3.6422 -1.1716 0.1029
H 3.8835 -1.2530 -1.5042
C 6.1390 -3.5654 3.8672
H 8.2772 -3.5344 3.7070
H 2.0563 0.0548 0.2485
H -0.6647 3.6773 3.1188
H 1.3816 -0.4558 -1.2774
H -1.4524 2.7483 0.9798
H 8.2678 -2.6711 1.3927
H -4.6840 0.8023 2.9992
C 4.9294 -2.8291 1.9256
H 2.3129 0.1434 -3.3334
H 4.2077 -0.4637 0.0223
H -5.1839 -3.0104 0.6763
C -2.0470 0.7025 -3.6651
C -1.5430 3.0451 3.0948
P 0.2141 2.3010 -2.1514
C 7.3327 -2.8514 1.9069
Br 0.6983 4.4678 -1.7821
C -5.8817 -0.7998 -2.4078
C 7.3379 -3.3356 3.2074
H 5.1826 -0.0423 -1.4060
C -3.1131 1.7097 1.8562
H 4.0213 0.5963 -3.4108
H -1.8565 1.6620 -1.0259
H -2.5208 2.6909 -3.6518
C 3.1522 0.7555 -1.4309
H 1.1993 2.2759 0.0879
C -4.7667 -0.5538 -1.6189
C -2.2300 2.7624 4.2669
C -3.8002 1.4269 3.0278
C -1.6426 2.3356 -1.8565
H -7.6154 -2.0273 -2.7031
C -4.5160 -1.3523 -0.5101
H 6.1226 -2.2175 0.2530
H -3.8948 1.7361 5.1474
C 3.0623 0.8412 -2.9607
H 6.1433 -3.9416 4.8820
C -6.7458 -1.8373 -2.0873
C 0.7990 1.5149 -0.5807
H -1.9296 3.3398 -1.5576
H -1.7205 -0.0248 -2.9223
C 4.9345 -3.3127 3.2262
H -4.1004 0.2635 -1.8701
H 3.9993 -3.4934 3.7404
H -0.0830 1.1091 -0.0876
C -3.3572 1.9526 4.2333
H 3.9898 -2.6344 1.4238
C -1.9832 2.5130 1.8913
C 6.1283 -2.5970 1.2666
H -1.2303 0.8401 -4.3744
C -6.4962 -2.6312 -0.9768
C 4.1894 -0.3056 -1.0551
H -1.8875 3.1740 5.2073
H -2.9095 0.2826 -4.1757
*
```


Entry from the Open Molecules 2025 dataset: an isolated ion of composition C5H13N2 and charge +1 (ωB97M-V/def2-TZVPD).

## Properties
F_max: 3.80 eV/Å
gap between HOMO and LUMO: 8.4 eV
energy relative to the best compared isomer or geometry (same formula, charge and spin): 385.7 kJ/mol
HOMO level: -12.02 eV
E_LUMO: -3.6 eV

Structure (ORCA input):
```
! RIJCOSX wB97M-V def2-TZVPD def2/J DEFGRID3
* xyz 1 1
H 1.5895 2.3745 -0.7662
H -1.5279 -2.3276 1.9821
C -0.5184 -0.6190 1.0357
H -1.3670 0.0745 1.2142
C 0.5155 0.7856 -1.8008
C -0.6583 -0.9932 -0.4308
H -0.5408 -1.2019 3.0506
N 0.6867 0.1924 1.2752
H 0.1329 -2.4720 1.9219
H -1.4928 -1.6870 -0.5843
H 0.4403 2.8918 -1.8051
H 1.5558 -0.3426 1.3420
H 1.2419 0.0423 -2.1658
H 0.5728 0.7169 2.1432
H -1.5738 0.6051 -1.6911
H 0.2551 -1.6408 -0.5990
N 0.9560 2.0836 -1.4882
C -0.6318 -1.6875 2.0944
H 0.7761 0.8930 0.5139
C -0.6339 0.1622 -1.3767
*
```